1.
This record from OMol25 describes a structure of composition C24H28NO7S2. The level of theory is wB97M-V/def2-TZVPD.

CARTESIAN COORDINATES (ANGSTROEM)
C 2.177749 -5.428200 -0.698787
O 2.527459 -4.995567 0.636493
C 1.975904 -3.855397 1.122530
C 1.223649 -2.951281 0.335630
C 0.581599 -1.897009 0.950272
C 0.555372 -1.746621 2.364192
C -0.355177 -0.801212 2.943694
C -1.564183 -0.634583 2.366354
S -2.542476 0.823520 2.683184
O -3.316873 0.598384 3.881504
O -1.653980 1.960426 2.553921
C -3.622057 0.853532 1.245811
C -4.632389 -0.273638 1.199576
C -4.146035 -1.586348 1.771848
S -2.405790 -1.909265 1.418134
O -2.178382 -1.633619 0.010190
O -2.102272 -3.206296 1.982313
C 1.445409 -2.561835 3.100193
C 2.135619 -3.595172 2.506748
H 2.709263 -6.373630 -0.809742
H 1.093366 -5.586184 -0.793811
H 2.518746 -4.712073 -1.460281
H 1.101492 -3.096534 -0.740188
H 0.099907 -1.150500 0.321356
H -0.229324 -0.291946 3.995079
H -4.112236 1.828397 1.350625
H -2.971556 0.870731 0.363833
H -5.532356 0.026662 1.744496
H -4.933479 -0.425720 0.158517
H -4.257568 -1.645695 2.859540
H -4.644856 -2.444249 1.306305
H 1.562249 -2.390144 4.168557
H 2.778430 -4.247316 3.094543
C 0.210342 -0.552427 8.965638
C 1.067724 -0.843317 7.769570
O 0.482856 -0.105158 6.663359
C 1.250800 -0.188430 5.572005
C 0.649829 0.520350 4.373837
C 1.743635 0.924956 3.429977
N -0.063017 1.623702 4.948024
C 0.228766 2.856131 4.793632
C -0.060410 3.861510 5.812458
C 0.309277 5.207921 5.618957
C 0.084171 6.143935 6.621626
C -0.512973 5.746298 7.830502
C -0.869235 4.402085 8.036432
C -0.652738 3.462708 7.025360
O 2.326085 -0.767250 5.550417
H 0.622102 -1.074013 9.831747
H 0.194617 0.517936 9.193827
H -0.818650 -0.895108 8.820592
H 2.096528 -0.495580 7.912271
H 1.071389 -1.912028 7.516248
H 2.324514 0.052189 3.125154
H 1.307881 1.423603 2.557123
H 2.416835 1.629952 3.938316
H 0.750584 3.244896 3.899506
H 0.777528 5.481248 4.672149
H 0.370041 7.186082 6.464664
H -0.702093 6.486441 8.610002
H -1.319651 4.087945 8.979965
H -0.918843 2.411257 7.147409

Cartesian forces (eV/Å) of the 2 atoms listed first:
0.20 0.37 0.85
0.16 -0.49 -0.82

Values from the calculation:
Spin multiplicity: 1
HOMO-LUMO gap, eV: 4.67
Net charge: -1

***

2.
This record from OMol25 describes a structure of composition C24H28O2OsPSi2. The level of theory is wB97M-V/def2-TZVPD.

CARTESIAN COORDINATES (ANGSTROEM)
Os -0.565427 0.142923 0.978629
O -1.308993 -2.374841 4.227730
C -0.918718 -1.984290 3.172379
O -1.128374 -0.735587 2.719575
C -0.127426 -2.905686 2.234585
P 0.342777 -2.056160 0.696427
C -0.528359 -2.857919 -0.667731
C -1.923019 -2.788701 -0.547693
C -2.740391 -3.311552 -1.532894
C -2.176861 -3.899763 -2.657854
C -0.800042 -3.973669 -2.783950
C 0.027484 -3.456272 -1.795676
C 2.144676 -1.930991 0.656596
C 2.671489 -1.196726 1.727776
C 4.031844 -0.966730 1.820934
C 4.884148 -1.455393 0.839073
C 4.372427 -2.182998 -0.221761
C 3.007974 -2.423951 -0.318551
H -0.743787 -3.776009 2.014064
H 0.759521 -3.250241 2.764244
H -2.375922 -2.327657 0.324077
H -3.815252 -3.258207 -1.425478
H -2.813519 -4.303495 -3.434034
H -0.358734 -4.439879 -3.654792
H 1.089430 -3.542172 -1.921135
H 2.015933 -0.804878 2.498508
H 4.427078 -0.404523 2.656050
H 5.948296 -1.270743 0.904973
H 5.035215 -2.573030 -0.982756
H 2.648489 -3.002425 -1.147442
C -0.586698 0.217087 -2.674257
Si 0.187042 1.009951 -1.173932
C 2.034927 1.049427 -1.423012
C -0.449169 2.791931 -1.021415
C -0.220343 3.667660 -2.087110
C -0.653333 4.985425 -2.049433
C -1.330494 5.464489 -0.936352
C -1.572469 4.620822 0.137543
C -1.138888 3.287422 0.108013
Si -1.559855 2.309238 1.652573
C -0.697724 2.883466 3.178398
C -3.365309 2.046440 1.920944
H -0.564497 0.937613 -3.496992
H -1.626801 -0.071181 -2.509162
H -0.030746 -0.670785 -2.985121
H 2.270557 1.837996 -2.143555
H 2.401622 0.101637 -1.824596
H 2.579729 1.263823 -0.501381
H 0.307404 3.319902 -2.970282
H -0.463218 5.642822 -2.888886
H -1.669835 6.492231 -0.902686
H -2.103669 5.011162 1.002034
H -1.134971 3.850302 3.452360
H 0.372323 3.023447 3.026363
H -0.859647 2.186352 4.002970
H -3.794483 3.015802 2.198766
H -3.539550 1.345328 2.739582
H -3.873862 1.691761 1.024749

Cartesian forces (eV/Å) of the 2 atoms listed first:
-0.49 -1.19 1.13
-0.11 0.01 0.20

Values from the calculation:
⟨S²⟩: 6.014
Spin multiplicity: 5
HOMO-LUMO gap (alpha / beta), eV: 8.80 / 6.15
Net charge: +1

***

3.
This record from OMol25 describes a structure of composition C24H29AsCl2N7O2SSc. The level of theory is wB97M-V/def2-TZVPD.

CARTESIAN COORDINATES (ANGSTROEM)
Sc 10.935130 10.956853 7.926481
C 14.416425 12.879211 8.948362
C 14.080859 14.213869 8.707490
C 12.737601 14.599232 8.763646
C 11.711136 13.637960 8.933601
N 12.127675 12.335939 9.034150
C 13.418705 12.019456 9.214447
N 10.403384 14.058080 8.986527
C 9.372021 13.252462 9.206840
N 9.513940 11.885933 9.174905
C 8.283904 11.326616 9.116925
N 8.010492 10.036164 9.168757
C 8.991989 9.250133 9.728425
C 8.530853 8.203916 10.542681
C 9.387877 7.156930 10.789910
C 10.716778 7.192659 10.204242
C 11.155884 8.330972 9.560579
N 10.330120 9.337035 9.470311
C 7.206140 12.348419 9.192981
C 5.836472 12.310526 9.129550
C 5.087992 13.496167 9.126486
C 5.700848 14.687746 9.293967
C 7.158871 14.753093 9.537998
C 7.904110 13.590184 9.372924
H 15.468101 12.523172 9.013952
H 14.925242 14.893995 8.542784
H 12.396422 15.628060 8.479184
H 13.576590 11.028455 9.623280
H 7.604913 8.342160 10.941845
H 9.029425 6.300212 11.309548
H 11.405040 6.368789 10.389220
H 12.128744 8.387792 9.069556
H 5.271041 11.391505 9.188997
H 4.028104 13.424624 8.951827
H 5.153851 15.672395 9.179367
H 7.432350 15.732308 9.846461
Cl 16.907872 6.615342 11.696860
C 16.368155 6.523781 9.974783
Cl 15.320463 7.967500 9.593366
H 15.668559 5.640068 9.864019
H 17.229295 6.451379 9.320506
C 9.627279 14.273624 4.561574
O 11.017816 13.836168 4.781368
C 11.190971 12.770793 5.553533
O 10.336299 12.417999 6.435493
N 12.472807 12.286280 5.433347
N 12.916860 11.246517 6.273378
H 9.381390 14.850943 5.455185
H 8.969635 13.437140 4.397873
H 9.810900 14.895865 3.652150
H 13.135957 12.880078 4.960104
H 13.918769 11.290909 6.441675
H 12.764674 10.366458 5.741375
C 9.318744 6.736649 4.371298
As 8.822624 8.506140 5.242272
C 7.345614 8.172459 6.456757
C 8.365956 10.239615 4.442678
S 10.750799 8.888064 6.287118
H 8.472215 6.450356 3.701868
H 9.487369 6.083441 5.234821
H 10.311883 6.925914 3.882402
H 6.562596 7.551223 5.891762
H 6.887300 9.112807 6.770722
H 7.800567 7.617442 7.286785
H 7.599098 10.852195 4.975101
H 7.821536 9.966300 3.541008
H 9.288417 10.800270 4.176785

Cartesian forces (eV/Å) of the 2 atoms listed first:
-0.69 -0.61 0.77
1.86 0.12 0.57

Values from the calculation:
Spin multiplicity: 1
HOMO-LUMO gap, eV: 7.42
Net charge: +2

***

4.
This record from OMol25 describes a structure of composition C24H29Cl2N4O4PtS. The level of theory is wB97M-V/def2-TZVPD.

CARTESIAN COORDINATES (ANGSTROEM)
Pt 0.104750 -0.163550 -0.089260
O 2.793200 1.735307 -1.678416
S 2.330881 1.301551 -0.390856
O 3.152139 1.698132 0.729455
O 2.116959 -0.242346 -0.377100
O 0.862159 1.712713 -0.144750
Cl -4.014503 -1.805155 0.514085
C -3.337189 -2.758240 2.220071
Cl -2.111481 0.454892 0.201021
H -2.273010 -2.865193 2.058564
H -3.534003 -2.038173 3.010987
C -3.142011 -4.842679 -3.320539
C -2.592464 -3.724528 -2.501141
C -3.124989 -2.331837 -2.617039
C -3.139683 -0.658388 -0.751014
C -5.326844 -0.647144 1.264343
C -2.268091 -1.501009 -1.651190
C -1.311376 -2.514970 -1.008453
C -1.630174 -3.826216 -1.578040
N -0.400130 -2.161455 -0.177694
C 0.497767 -3.121235 0.555434
C 0.864247 -2.453779 1.882900
C 1.743608 -3.348018 -0.300946
C -0.144447 -4.475552 0.894905
H -4.069211 -5.204227 -2.867580
H -2.446934 -5.679669 -3.380591
H -3.385086 -4.505900 -4.329149
H -3.074168 -1.957520 -3.642223
H -4.180529 -2.304770 -2.331857
H -5.805651 -1.477305 1.838686
H -4.004734 -3.677881 2.334133
H -1.649110 -0.795061 -2.212680
H -1.109294 -4.743783 -1.369730
H 1.392471 -1.514225 1.739308
H 1.506825 -3.126337 2.455598
H -0.031589 -2.251005 2.472366
H 2.254063 -2.412200 -0.518002
H 1.472450 -3.832365 -1.242720
H 2.431458 -4.008571 0.233286
H -1.185793 -4.389355 1.203825
H 0.412142 -4.898584 1.731798
H -0.073840 -5.197955 0.085428
C -0.508401 0.202868 5.353738
C -0.890097 0.157194 4.022912
N -0.117278 0.581768 3.026576
C 1.090814 1.049240 3.320894
C 1.582671 1.123624 4.626197
C 0.744889 0.710608 5.654991
C 2.895919 1.708451 4.949698
C 4.075979 1.570791 4.343829
C 4.467942 0.681288 3.235671
C 5.572928 1.009545 2.459607
C 5.929168 0.129848 1.458698
N 5.271506 -1.003778 1.238303
C 4.228312 -1.219034 2.032627
N 3.792828 -0.450961 3.021887
H -1.179433 -0.141431 6.129477
H -1.866369 -0.223008 3.736959
H 1.696763 1.390337 2.486839
H 1.080509 0.776976 6.684242
H 2.879331 2.378104 5.806127
H 4.887900 2.188015 4.715586
H 6.114703 1.931621 2.618862
H 6.772443 0.336433 0.808287
H 3.674488 -2.133615 1.855569

Cartesian forces (eV/Å) of the 2 atoms listed first:
-0.09 0.03 0.01
0.02 0.01 0.01

Values from the calculation:
⟨S²⟩: 2.027
Spin multiplicity: 3
HOMO-LUMO gap (alpha / beta), eV: 5.31 / 7.16
Net charge: -1

***

> What is the net charge in the first record?

-1

***

> Which value of net charge does entry 1 give?

-1

***

Repeat the first record exactly.
This record from OMol25 describes a structure of composition C24H28NO7S2. The level of theory is wB97M-V/def2-TZVPD.

CARTESIAN COORDINATES (ANGSTROEM)
C 2.177749 -5.428200 -0.698787
O 2.527459 -4.995567 0.636493
C 1.975904 -3.855397 1.122530
C 1.223649 -2.951281 0.335630
C 0.581599 -1.897009 0.950272
C 0.555372 -1.746621 2.364192
C -0.355177 -0.801212 2.943694
C -1.564183 -0.634583 2.366354
S -2.542476 0.823520 2.683184
O -3.316873 0.598384 3.881504
O -1.653980 1.960426 2.553921
C -3.622057 0.853532 1.245811
C -4.632389 -0.273638 1.199576
C -4.146035 -1.586348 1.771848
S -2.405790 -1.909265 1.418134
O -2.178382 -1.633619 0.010190
O -2.102272 -3.206296 1.982313
C 1.445409 -2.561835 3.100193
C 2.135619 -3.595172 2.506748
H 2.709263 -6.373630 -0.809742
H 1.093366 -5.586184 -0.793811
H 2.518746 -4.712073 -1.460281
H 1.101492 -3.096534 -0.740188
H 0.099907 -1.150500 0.321356
H -0.229324 -0.291946 3.995079
H -4.112236 1.828397 1.350625
H -2.971556 0.870731 0.363833
H -5.532356 0.026662 1.744496
H -4.933479 -0.425720 0.158517
H -4.257568 -1.645695 2.859540
H -4.644856 -2.444249 1.306305
H 1.562249 -2.390144 4.168557
H 2.778430 -4.247316 3.094543
C 0.210342 -0.552427 8.965638
C 1.067724 -0.843317 7.769570
O 0.482856 -0.105158 6.663359
C 1.250800 -0.188430 5.572005
C 0.649829 0.520350 4.373837
C 1.743635 0.924956 3.429977
N -0.063017 1.623702 4.948024
C 0.228766 2.856131 4.793632
C -0.060410 3.861510 5.812458
C 0.309277 5.207921 5.618957
C 0.084171 6.143935 6.621626
C -0.512973 5.746298 7.830502
C -0.869235 4.402085 8.036432
C -0.652738 3.462708 7.025360
O 2.326085 -0.767250 5.550417
H 0.622102 -1.074013 9.831747
H 0.194617 0.517936 9.193827
H -0.818650 -0.895108 8.820592
H 2.096528 -0.495580 7.912271
H 1.071389 -1.912028 7.516248
H 2.324514 0.052189 3.125154
H 1.307881 1.423603 2.557123
H 2.416835 1.629952 3.938316
H 0.750584 3.244896 3.899506
H 0.777528 5.481248 4.672149
H 0.370041 7.186082 6.464664
H -0.702093 6.486441 8.610002
H -1.319651 4.087945 8.979965
H -0.918843 2.411257 7.147409

Cartesian forces (eV/Å) of the 2 atoms listed first:
0.20 0.37 0.85
0.16 -0.49 -0.82

Values from the calculation:
Spin multiplicity: 1
HOMO-LUMO gap, eV: 4.67
Net charge: -1